Molecular formula: C29H45BN8O3PtS3
Method: DFT, the ωB97M-V functional and the def2-TZVPD basis

The geometry in XYZ format:
```
90
Properties=species:S:1:pos:R:3:forces:R:3:mulliken_charge:R:1
Pt -0.185 0.069 0.933 -0.04 0.05 0.29 1.0019
C 4.306 0.229 0.342 0.05 -0.02 0.01 -2.3434
C 4.332 1.713 0.025 -0.09 0.04 -0.05 1.3411
C 5.498 1.998 -0.922 0.02 -0.02 0.04 -1.5891
C 4.439 2.518 1.318 0.02 -0.03 -0.01 -1.4904
N 3.067 2.204 -0.681 0.01 -0.03 0.05 0.7383
C 3.016 3.500 -1.115 -0.07 0.03 -0.04 -0.3005
C 1.813 3.693 -1.710 0.06 0.01 0.01 -1.3115
N 1.128 2.514 -1.658 -0.06 -0.10 -0.07 -0.0209
B -0.326 2.455 -2.215 0.08 -0.04 0.08 1.1079
N -1.346 3.069 -1.227 0.01 0.12 0.11 0.1763
C -2.444 3.738 -1.717 -0.05 0.01 -0.01 -1.2647
C -3.157 4.189 -0.666 0.00 0.01 -0.06 -0.4010
N -2.502 3.805 0.486 0.06 0.00 -0.05 0.6754
C -1.408 3.112 0.118 0.06 -0.19 0.09 0.2037
S -0.246 2.345 1.188 -0.10 0.12 -0.08 -0.2811
C -3.087 4.193 1.837 0.01 -0.02 -0.04 1.0754
C -2.129 3.958 2.994 0.00 0.01 0.01 -2.0609
C -4.349 3.355 2.018 -0.01 -0.01 0.03 -1.4099
C -3.408 5.687 1.770 -0.01 0.00 0.03 -1.6184
N -0.696 1.008 -2.660 -0.25 0.02 -0.15 0.0814
C -0.248 0.517 -3.849 0.02 -0.01 0.08 -1.1746
C -0.695 -0.763 -3.965 -0.05 0.03 0.03 -0.2832
N -1.420 -1.057 -2.845 0.00 -0.01 -0.15 0.5006
C -1.401 0.039 -2.052 0.20 -0.06 0.28 0.2325
S -2.021 0.146 -0.436 -0.03 -0.06 -0.16 -0.4180
C -2.038 -2.434 -2.624 0.02 0.08 0.04 1.2410
C -3.278 -2.363 -1.737 -0.08 -0.03 -0.03 -1.9045
C -0.952 -3.290 -1.983 -0.07 0.03 0.02 -1.4657
C -2.457 -2.982 -3.987 0.02 -0.02 0.02 -1.9304
C 1.892 1.616 -1.010 0.09 0.09 0.13 -0.4850
S 1.443 -0.025 -0.624 0.01 -0.11 -0.06 0.0915
H 5.278 -0.007 0.775 0.00 -0.02 0.00 0.5935
H 4.194 -0.388 -0.551 0.00 0.00 -0.01 0.3771
H 3.547 -0.051 1.064 0.00 -0.02 0.03 0.5924
H 6.416 1.660 -0.444 0.01 0.00 0.00 0.4471
H 5.620 3.056 -1.143 0.01 0.02 0.01 0.4276
H 5.384 1.453 -1.859 -0.01 -0.01 -0.01 0.3891
H 5.299 2.162 1.882 0.01 0.01 0.00 0.4606
H 3.550 2.384 1.935 -0.01 -0.02 0.01 0.3168
H 4.582 3.582 1.134 -0.01 0.02 -0.01 0.3988
H 3.837 4.180 -0.994 0.02 0.02 0.01 0.6012
H 1.407 4.569 -2.183 -0.02 0.02 -0.02 0.6518
H -0.345 3.128 -3.202 0.01 0.02 -0.02 -0.1397
H -2.612 3.850 -2.772 -0.01 0.01 -0.02 0.6562
H -4.062 4.763 -0.643 -0.01 0.00 -0.03 0.5911
H -1.968 2.905 3.202 0.00 -0.02 0.01 0.4171
H -2.590 4.401 3.877 0.01 0.00 0.00 0.5327
H -1.169 4.454 2.845 0.01 0.01 -0.01 0.4777
H -4.113 2.290 2.023 0.01 -0.01 0.01 0.2980
H -5.083 3.548 1.236 0.00 0.00 -0.02 0.3814
H -4.808 3.605 2.974 -0.01 0.00 0.01 0.4515
H -2.517 6.270 1.535 0.01 0.00 0.01 0.3905
H -3.773 6.003 2.745 -0.01 0.00 0.00 0.4665
H -4.185 5.924 1.047 -0.02 0.01 0.00 0.4382
H 0.336 1.110 -4.528 0.00 0.02 -0.03 0.6471
H -0.568 -1.458 -4.771 -0.01 -0.01 -0.05 0.5622
H -3.055 -2.199 -0.688 0.01 -0.05 0.00 0.3113
H -3.786 -3.324 -1.824 -0.02 0.01 0.02 0.5277
H -3.978 -1.599 -2.080 0.01 0.02 -0.02 0.4607
H -0.601 -2.833 -1.055 -0.02 0.00 0.00 0.1968
H -0.098 -3.425 -2.647 0.00 0.02 -0.02 0.5410
H -1.358 -4.274 -1.746 0.00 -0.01 -0.01 0.5843
H -3.162 -2.315 -4.483 -0.02 0.00 -0.01 0.4355
H -2.954 -3.936 -3.823 -0.01 0.00 0.00 0.4537
H -1.620 -3.178 -4.652 0.05 -0.02 0.00 0.5069
C 1.793 -4.650 -0.596 0.03 0.00 0.00 -0.9373
C 2.086 -4.818 0.888 -0.01 -0.01 -0.02 -1.5631
C 1.074 -4.112 1.804 -0.02 -0.01 0.01 2.8199
C 1.491 -4.344 3.288 0.07 -0.05 -0.04 -1.3780
C 0.637 -3.661 4.346 -0.01 0.00 0.01 -1.1969
C -0.305 -4.716 1.628 0.02 0.01 0.03 -0.1344
O -0.506 -5.884 1.440 0.01 0.00 0.04 -0.5727
N -1.379 -3.837 1.792 -0.11 0.06 -0.10 0.1569
C -1.312 -2.477 1.700 0.18 0.09 0.11 0.2264
O -2.295 -1.757 1.784 -0.05 0.15 0.02 -0.6343
N -0.074 -1.906 1.477 0.05 -0.28 -0.43 -0.0817
C 1.114 -2.617 1.549 0.01 0.16 0.15 -0.5026
O 2.166 -2.017 1.467 -0.01 -0.02 -0.07 -0.4859
H 2.582 -5.104 -1.195 0.00 -0.02 0.01 0.5619
H 1.740 -3.594 -0.879 0.03 -0.01 0.02 0.0388
H 0.855 -5.136 -0.870 0.00 0.00 0.01 0.2443
H 3.074 -4.425 1.127 -0.01 0.02 0.01 0.5190
H 2.076 -5.875 1.151 0.01 0.01 0.00 0.4929
H 2.526 -4.005 3.364 -0.01 0.01 0.00 0.4664
H 1.491 -5.424 3.441 0.01 0.01 0.00 0.4850
H 0.596 -2.579 4.206 0.01 0.02 -0.01 0.2125
H 1.068 -3.840 5.329 -0.01 0.00 0.01 0.5000
H -0.383 -4.045 4.367 -0.02 -0.01 0.00 0.2919
H -2.303 -4.243 1.865 -0.01 -0.01 0.02 0.3132
```
Forces are in eV/Å.

The calculation puts the LUMO energy at -8.48 eV. The calculated total energy is -3134.2507 a.u. As for the charge: +2.

---

Molecular formula: C9H38N9O13
Method: DFT, the ωB97M-V functional and the def2-TZVPD basis

The geometry in XYZ format:
```
69
Properties=species:S:1:pos:R:3:forces:R:3:mulliken_charge:R:1
O 0.610 1.047 -0.503 -0.09 0.33 -1.23 -0.1824
C -0.468 0.727 0.233 -2.43 -0.79 3.25 -0.0528
O -0.565 -0.379 0.813 0.83 0.02 -1.05 -0.0010
O -1.317 1.646 0.359 0.24 0.17 -0.97 -0.5514
H 0.096 1.787 -0.900 1.48 0.59 -0.66 0.0589
C 1.836 4.493 -1.460 -1.65 0.81 -1.23 0.5473
O 1.007 3.846 -2.087 0.02 -0.81 0.02 -0.6460
N 3.080 4.708 -1.942 0.90 -0.31 -0.17 -0.3931
N 1.485 5.234 -0.384 1.05 0.07 0.16 -0.3813
H 3.716 5.385 -1.559 -0.07 -0.03 -0.02 0.1615
H 3.262 4.343 -2.860 0.06 -0.03 0.11 0.2269
H 0.613 5.010 0.064 0.24 0.00 0.34 0.2411
H 2.305 5.572 0.095 -0.72 0.24 0.87 0.2085
C 2.992 -1.775 -0.884 2.05 -0.19 1.25 0.4539
O 3.996 -2.475 -0.716 -0.68 -0.02 -0.48 -0.7553
N 2.868 -0.893 -1.890 0.10 0.59 -1.74 -0.2093
N 2.017 -1.630 0.025 -0.08 -0.27 -0.12 0.5834
H 3.498 -0.961 -2.670 -0.06 -0.03 0.14 0.2011
H 2.078 -0.274 -1.960 -0.01 -0.02 0.00 0.1478
H 1.191 -1.209 -0.363 -0.63 -0.20 1.11 -0.7982
H 2.067 -2.230 0.831 -0.63 0.00 -0.10 0.1907
C -1.360 0.380 4.605 0.54 0.25 -1.27 0.6789
O -1.797 1.506 4.435 -0.46 0.66 0.91 -0.7967
N -1.164 -0.435 3.562 -0.46 -0.30 -0.56 -0.0227
N -0.932 -0.124 5.770 0.17 -0.19 1.39 -0.4009
H -1.592 -0.129 2.699 0.42 -0.28 -0.20 -0.1199
H -0.710 -1.327 3.631 -0.14 -0.09 -0.22 0.1333
H -0.596 -1.068 5.787 0.00 0.06 0.35 0.1580
H -0.974 0.437 6.602 0.04 -0.11 -0.07 0.2351
C 3.565 1.745 1.973 0.19 0.46 2.29 0.5326
O 4.267 2.239 2.855 0.23 -0.12 -0.41 -0.7370
N 2.901 0.585 2.088 -0.88 -0.67 -1.22 -0.1242
N 3.279 2.391 0.823 0.19 0.46 -0.94 -0.2556
H 2.858 -0.078 2.836 0.46 0.44 0.29 0.1738
H 2.287 0.422 1.306 -0.15 -0.74 0.27 -0.0072
H 2.602 2.010 0.183 -0.02 0.27 -0.13 0.3096
H 3.597 3.339 0.758 -0.04 -0.12 -0.13 0.1097
C -0.890 -5.134 -2.681 0.21 0.50 -1.06 -1.3651
C -0.175 -4.084 -1.777 -0.03 -1.21 -1.51 0.5122
C -0.988 -2.825 -1.762 -0.29 -0.06 0.84 0.1958
O -1.196 -2.295 -3.048 0.06 0.01 0.49 -0.4733
C -2.122 -1.206 -2.996 0.04 -0.41 -1.33 -0.6415
N 0.082 -4.638 -0.460 -0.17 -0.07 0.45 -0.6218
H -1.961 -4.961 -2.804 -0.06 0.11 0.41 0.2956
H -0.753 -6.183 -2.416 0.22 0.10 0.38 0.4066
H -0.506 -5.034 -3.700 0.01 -0.04 -0.04 0.3254
H 0.807 -3.881 -2.214 0.02 0.05 -0.01 0.2264
H -0.527 -2.086 -1.101 -0.14 0.08 0.08 -0.4898
H -1.945 -3.141 -1.327 -0.22 0.47 0.17 0.4390
H -1.672 -0.254 -2.705 0.16 -0.11 0.38 0.1043
H -3.003 -1.427 -2.394 0.17 0.03 0.17 0.3309
H -2.408 -1.112 -4.046 -0.26 0.29 0.07 0.3684
H -0.787 -4.911 -0.008 -0.23 0.20 -0.07 0.2571
H 0.515 -5.533 -0.659 0.41 0.04 0.37 0.2723
O -2.095 3.931 -1.757 -0.14 0.17 -0.06 -0.6592
H -1.200 3.989 -2.111 0.20 -0.09 0.06 0.3525
H -1.980 3.989 -0.803 0.04 -0.15 0.04 0.3058
O -2.826 2.943 2.324 -0.03 0.50 -0.16 -0.7355
H -2.319 2.460 2.996 -0.19 -0.09 0.19 0.4494
H -2.298 2.816 1.528 -0.04 -0.33 0.02 0.3332
O -3.984 1.365 -1.094 -0.17 0.27 -0.19 -0.6810
H -3.133 1.803 -0.945 0.13 -0.01 0.05 0.2899
H -4.633 1.953 -0.697 0.02 0.03 0.06 0.2934
O -3.401 -1.046 -0.042 -0.10 -0.22 0.15 -0.7651
H -2.520 -0.903 0.325 0.11 0.04 0.09 0.2303
H -3.708 -0.150 -0.275 0.07 -0.17 -0.01 0.5090
O -0.364 -2.948 1.853 -0.04 0.18 0.31 -0.8251
H -0.557 -2.027 1.617 0.07 -0.01 -0.18 0.5134
H -0.050 -3.334 1.023 0.18 -0.23 -0.01 0.3291
```
Forces are in eV/Å.

The calculation puts the LUMO energy at 2.09 eV. The calculated total energy is -1836.9367 a.u. As for the charge: -1. For the energy relative to the best compared isomer or geometry (same formula, charge and spin), the calculation gives 0.0 kJ/mol.